# 1
C6H9NdO4 | the ωB97M-V functional and the def2-TZVPD basis

XYZ file:
```
20
Properties=species:S:1:pos:R:3:forces:R:3:mulliken_spin:R:1
O -0.7530 0.7870 -3.4794 0.1299 0.8743 -1.5538 0.00
C -0.7703 0.9618 -2.2285 0.3329 0.4557 0.1681 -0.01
O -0.4191 2.0639 -1.7252 0.2435 1.0276 -0.4050 0.00
O -1.1961 -0.0486 -1.4871 0.2327 -0.0302 -0.6702 0.00
C -1.1334 0.0240 -0.0601 0.5867 -0.0418 0.4553 0.00
Nd -0.0545 3.2611 -4.3682 -0.7648 -2.6370 2.2485 4.02
H -1.1333 1.0815 0.2338 -0.3035 -0.3085 0.1007 0.00
H -2.0229 -0.5322 0.2623 0.2430 0.4431 0.1359 0.00
C -0.5861 -1.4810 2.8222 0.4682 0.3713 -0.1824 0.00
C -0.0149 -0.5497 2.0474 -1.1423 -0.1325 0.5051 0.00
H -0.7389 -2.5034 2.4665 -0.1879 0.3647 0.0369 0.00
H -0.8928 -1.2424 3.8429 0.3407 -0.2310 -0.2309 0.00
H 0.1501 0.4493 2.4686 0.0091 -0.2577 -0.1319 0.00
C 0.1226 -0.6723 0.5576 -0.0013 -0.1547 -0.5141 0.00
C 1.4619 -0.0834 0.1192 -0.0079 0.1839 0.4194 0.00
O 1.6802 -0.3404 -1.2539 -0.1241 0.0095 -0.4104 0.00
H 0.0882 -1.7334 0.2663 0.0777 0.2265 0.0642 0.00
H 2.2588 -0.5410 0.7292 -0.2006 0.0988 -0.1311 0.00
H 1.4646 1.0025 0.3170 -0.0329 -0.1887 -0.0069 0.00
H 2.4890 0.0964 -1.5306 0.1007 -0.0734 0.1026 0.00
```
Positions in Å, forces in eV/Å.

Computed properties:
Multiplicity = 5
Kohn-Sham gap (spin up / spin down) = 5.98 / 6.04 eV
Charge = +1
Electronic energy = -1096.10062 hartree
Maximum force = 3.5 eV/Å

# 2
C5H4N2O | the ωB97M-V functional and the def2-TZVPD basis

XYZ file:
```
12
Properties=species:S:1:pos:R:3:forces:R:3:lowdin_charge:R:1
C -2.2463 0.0931 0.0010 -0.2614 0.6186 -0.2845 0.06
C -1.2775 -0.8001 -0.0077 0.5458 -2.6339 0.5646 -0.13
C 0.1383 -0.5163 -0.0113 1.3902 -0.8423 -0.5047 -0.27
C 2.2321 0.4807 0.0100 1.4440 -1.1170 -0.4853 -0.10
C 0.8237 0.8051 -0.0821 -2.4848 3.9658 1.3751 -0.29
H -1.8354 1.0865 0.1348 -0.7990 0.4240 -0.3877 0.06
H -3.3269 -0.0892 -0.1679 0.9897 0.0017 0.5526 0.09
H -1.3238 -1.9090 0.0998 -0.9207 0.7867 -0.6097 0.12
H 3.0753 1.1573 0.0786 -0.1928 0.0787 -0.0980 0.13
N 1.0326 -1.4593 -0.0308 -0.1475 1.5656 0.1774 0.13
N 2.4090 -0.7816 -0.0140 -0.9246 -0.0724 0.2138 0.10
O 0.2989 1.9329 -0.0106 1.3610 -2.7755 -0.5136 0.11
```
Positions in Å, forces in eV/Å.

Computed properties:
Kohn-Sham gap = 8.11 eV
Relative energy (zero: lowest compared OMol25 entry of this formula, charge and spin) = 60.3 kcal/mol
Electronic energy = -377.56792 hartree
SMILES = C=CC1=NN=CC1=O
Maximum force = 4.9 eV/Å

# 3
C40H36AuBrIN3O3PSe2 | the ωB97M-V functional and the def2-TZVPD basis

XYZ file:
```
88
Properties=species:S:1:pos:R:3:forces:R:3:lowdin_charge:R:1
Au 0.3901 -2.1233 0.9228 0.5589 1.9108 0.6946 0.76
Se 1.5753 -3.0918 3.2726 -1.4519 0.4681 -1.6720 0.46
P 3.2776 -2.1452 2.3198 0.9944 0.5523 -0.7037 0.22
Se 2.9205 -1.6863 0.1888 -0.8244 -0.7210 0.4800 0.41
C 3.5992 -0.5214 3.0895 -0.0622 -0.5209 -0.0414 -0.41
C 2.5226 0.3579 3.1749 -0.0512 -0.0088 0.0228 -0.12
C 2.7261 1.6425 3.6411 -0.0961 -0.0346 -0.0442 -0.07
C 3.9953 2.0491 4.0227 0.0813 -0.0138 0.0188 -0.07
C 5.0587 1.1662 3.9504 0.0727 0.1638 0.0438 -0.07
C 4.8687 -0.1237 3.4829 -0.0514 -0.1590 -0.0288 -0.07
C 4.7152 -3.2547 2.3787 -0.3812 0.1483 0.1820 -0.42
C 5.8187 -2.9951 1.5696 -0.0159 0.0743 0.0679 -0.12
C 6.8240 -3.9394 1.4715 0.0854 0.0558 -0.0600 -0.06
C 6.7260 -5.1409 2.1574 -0.0686 -0.0117 0.0418 -0.06
C 5.6358 -5.3878 2.9744 0.0844 -0.1065 0.0093 -0.06
C 4.6265 -4.4487 3.0846 -0.0128 0.1371 0.1127 -0.11
H 1.5309 0.0310 2.8800 0.0250 0.0496 0.0071 0.07
H 1.8992 2.3335 3.7077 -0.1080 0.0301 0.0102 0.10
H 4.1525 3.0549 4.3824 0.0265 0.0675 0.0358 0.11
H 6.0406 1.4904 4.2569 0.1271 -0.0137 0.0349 0.11
H 5.7002 -0.8119 3.4289 0.0642 -0.0429 -0.0034 0.10
H 5.8766 -2.0721 1.0050 0.0143 -0.0268 -0.0396 0.10
H 7.6806 -3.7520 0.8423 0.0542 0.0493 -0.0707 0.11
H 7.4915 -5.8933 2.0414 0.0947 -0.0185 0.0266 0.11
H 5.5620 -6.3212 3.5110 -0.0148 -0.0720 0.0477 0.11
H 3.7634 -4.6513 3.7065 0.0445 -0.0556 -0.0433 0.05
C 0.5573 5.2172 -2.8467 0.1147 0.2992 -0.0985 -0.07
O 0.1752 4.0087 -2.2267 -0.0436 -0.3908 0.1904 -0.10
C -0.7014 3.1976 -2.8877 -0.1205 -0.4833 -0.0288 -0.21
C -1.3570 3.5163 -4.0664 0.1809 0.0622 0.1689 -0.02
C -2.2478 2.6140 -4.6279 -0.1743 -0.2019 -0.0051 -0.08
C -2.5198 1.4063 -4.0083 0.0127 0.2268 -0.2149 -0.07
C -1.8751 1.0774 -2.8311 0.1945 0.2493 0.1817 -0.03
C -0.9474 1.9478 -2.2754 -0.3254 0.2771 -0.8117 -0.16
N -0.3084 1.7040 -1.0684 0.2700 -0.2248 0.7137 0.16
C -0.3843 0.5652 -0.2975 -0.2148 1.0914 0.0702 -0.33
N -0.5949 0.8312 1.0260 0.4010 0.7032 0.1606 0.15
C -1.2785 0.0314 1.9512 -0.1524 -0.2058 0.0473 -0.24
C -1.2062 -1.3494 1.9914 0.3983 -0.2887 -0.0752 -0.27
C -1.9836 -2.0711 2.8734 -0.3584 -0.2175 0.1404 -0.16
C -2.8407 -1.3996 3.7336 0.1759 -0.1368 -0.0866 -0.07
C -2.8779 -0.0154 3.7586 0.0334 0.3224 -0.0487 -0.01
C -2.1044 0.7163 2.8744 0.2153 -0.2666 -0.1066 -0.22
O -2.0539 2.0804 2.8107 0.1682 -0.4843 -0.3538 -0.10
C -2.5990 2.8211 3.8845 -0.1494 0.2502 0.2758 -0.06
N -0.3095 -0.6489 -0.7261 0.2072 -1.3701 1.9886 0.08
C 0.0515 -1.1013 -1.9846 0.6922 -0.4830 -1.0491 -0.28
C -0.6401 -2.1991 -2.4953 0.1685 0.3027 0.0077 -0.04
C -0.2593 -2.7889 -3.6817 0.1107 -0.0691 -0.1794 -0.07
C 0.8376 -2.2905 -4.3724 -0.1931 -0.0735 0.1389 -0.06
C 1.5561 -1.2193 -3.8726 0.1175 0.2107 0.0375 0.00
C 1.1948 -0.6235 -2.6676 -0.3162 -0.0559 0.3645 -0.25
O 1.8853 0.3678 -2.0478 -0.3529 -0.2177 -0.1655 -0.16
C 3.0978 0.7931 -2.6290 0.2348 0.0643 -0.0985 -0.07
H -0.2692 5.9331 -2.8790 0.0119 -0.0713 -0.0098 0.10
H 0.9264 5.0402 -3.8593 -0.0075 -0.0066 0.0078 0.10
H 1.3637 5.6259 -2.2410 -0.0668 0.0065 -0.0278 0.10
H -1.1889 4.4656 -4.5516 0.0465 0.0490 0.0066 0.11
H -2.7448 2.8722 -5.5481 -0.0817 0.0437 -0.1276 0.11
H -3.2446 0.7252 -4.4254 -0.0510 -0.0721 -0.0735 0.11
H -2.1130 0.1595 -2.3230 -0.0799 -0.1256 0.0402 0.05
H 0.1010 2.5317 -0.6531 -0.0841 -0.1677 0.1429 0.16
H -0.7051 1.8138 1.2570 -0.0752 -0.1837 -0.2836 0.15
H -1.9339 -3.1492 2.9047 0.0365 -0.0641 -0.0054 0.10
H -3.4621 -1.9537 4.4195 -0.0221 -0.0939 0.0534 0.11
H -3.5130 0.4928 4.4668 -0.0834 0.0302 0.0291 0.11
H -2.2286 2.4516 4.8440 0.0132 0.0134 -0.0404 0.10
H -3.6925 2.8014 3.8868 0.0680 -0.0794 -0.0727 0.10
H -2.2637 3.8452 3.7332 -0.0537 -0.0499 0.0539 0.10
H -1.4773 -2.5760 -1.9281 -0.1507 -0.0601 0.0584 0.08
H -0.7955 -3.6454 -4.0598 -0.0743 -0.0398 -0.0281 0.11
H 1.1548 -2.7544 -5.2944 -0.0031 -0.0018 -0.0733 0.11
H 2.4111 -0.8639 -4.4265 0.0789 0.0600 0.0413 0.11
H 3.5097 1.5370 -1.9493 -0.0134 -0.0371 -0.0715 0.10
H 2.9307 1.2433 -3.6119 0.0231 -0.0133 0.0500 0.10
H 3.7972 -0.0428 -2.7194 0.0290 0.0369 -0.0255 0.09
Br -6.5135 -2.9135 -2.1428 -0.1245 0.1425 -0.0355 0.71
C -6.7163 -1.0511 -1.8600 0.0669 -0.1327 0.0452 -0.74
C -7.8418 -0.4193 -2.3679 0.0102 -0.1508 -0.0432 -0.13
C -8.0122 0.9420 -2.1961 0.0351 0.0336 0.0104 -0.07
C -7.0645 1.6788 -1.5032 0.0079 -0.0383 0.0242 -0.08
C -5.9498 1.0475 -0.9793 0.0657 0.0439 0.0905 -0.16
C -5.7741 -0.3148 -1.1566 0.4054 -0.4174 0.1009 -0.71
I -4.0647 -1.2360 -0.3218 -0.2703 0.3559 -0.0014 0.98
H -8.5770 -1.0110 -2.8909 -0.0645 0.0089 -0.0803 0.10
H -8.8860 1.4229 -2.6063 -0.0973 0.0511 -0.0191 0.11
H -7.1904 2.7403 -1.3539 -0.0329 0.0800 -0.0230 0.11
H -5.2167 1.6072 -0.4177 0.0541 0.0588 -0.0052 0.09
```
Positions in Å, forces in eV/Å.

Computed properties:
Kohn-Sham gap = 5.37 eV
Charge = +1
Relative energy (zero: lowest compared OMol25 entry of this formula, charge and spin) = 46.9 kcal/mol
Electronic energy = -10087.24987 hartree
Maximum force = 2.4 eV/Å

# 4
C5H9N3 | the ωB97M-V functional and the def2-TZVPD basis

XYZ file:
```
17
Properties=species:S:1:pos:R:3:forces:R:3:lowdin_charge:R:1
C 1.7986 -0.6716 -0.6626 -0.1528 0.1095 -0.2982 -0.03
C 0.6050 -0.0996 0.0568 -0.3701 0.0069 -0.2196 -0.47
C 0.6986 1.1809 0.8425 0.2222 0.0803 0.6044 -0.04
C -0.1341 1.1480 -0.4003 0.4971 -0.0917 -0.4931 -0.26
C -2.1671 0.0857 -0.2583 0.2729 -0.0187 0.1250 -0.22
H 2.4461 -1.2056 0.0403 -0.0071 0.1437 -0.0653 0.08
H 2.3738 0.1272 -1.1675 -0.2213 -0.4491 0.1924 0.09
H 1.4408 -1.4066 -1.3994 0.2236 0.2895 0.0636 0.08
H 0.1535 1.2063 1.7884 0.1386 0.0877 -0.2148 0.11
H 1.6483 1.7267 0.8571 -0.4037 -0.2163 -0.1384 0.11
H 0.2954 1.6684 -1.2683 -0.3105 -0.1705 0.4004 0.14
H -3.2467 0.0308 -0.3703 -0.0258 0.0088 -0.0141 0.11
H -2.0586 -1.9458 0.1503 -0.2316 -0.0342 -0.1063 0.12
H -0.4565 -0.8220 1.5845 -0.0653 -0.3379 -0.3263 0.12
N -1.5704 1.2083 -0.3579 -0.0106 -0.1512 -0.1283 0.07
N -1.5321 -1.1172 -0.0471 -0.1950 0.1817 -0.2331 -0.01
N -0.2947 -1.1140 0.6120 0.6395 0.5613 0.8518 0.01
```
Positions in Å, forces in eV/Å.

Computed properties:
Kohn-Sham gap = 9.83 eV
Relative energy (zero: lowest compared OMol25 entry of this formula, charge and spin) = 51.4 kcal/mol
Electronic energy = -360.11532 hartree
SMILES = C[C@@]12C[C@@H]1N=CNN2
Maximum force = 1.2 eV/Å

The lowest electronic energy belongs to which entry? C40H36AuBrIN3O3PSe2

Repeat the fourth record exactly.
C5H9N3 | the ωB97M-V functional and the def2-TZVPD basis

XYZ file:
```
17
Properties=species:S:1:pos:R:3:forces:R:3:lowdin_charge:R:1
C 1.7986 -0.6716 -0.6626 -0.1528 0.1095 -0.2982 -0.03
C 0.6050 -0.0996 0.0568 -0.3701 0.0069 -0.2196 -0.47
C 0.6986 1.1809 0.8425 0.2222 0.0803 0.6044 -0.04
C -0.1341 1.1480 -0.4003 0.4971 -0.0917 -0.4931 -0.26
C -2.1671 0.0857 -0.2583 0.2729 -0.0187 0.1250 -0.22
H 2.4461 -1.2056 0.0403 -0.0071 0.1437 -0.0653 0.08
H 2.3738 0.1272 -1.1675 -0.2213 -0.4491 0.1924 0.09
H 1.4408 -1.4066 -1.3994 0.2236 0.2895 0.0636 0.08
H 0.1535 1.2063 1.7884 0.1386 0.0877 -0.2148 0.11
H 1.6483 1.7267 0.8571 -0.4037 -0.2163 -0.1384 0.11
H 0.2954 1.6684 -1.2683 -0.3105 -0.1705 0.4004 0.14
H -3.2467 0.0308 -0.3703 -0.0258 0.0088 -0.0141 0.11
H -2.0586 -1.9458 0.1503 -0.2316 -0.0342 -0.1063 0.12
H -0.4565 -0.8220 1.5845 -0.0653 -0.3379 -0.3263 0.12
N -1.5704 1.2083 -0.3579 -0.0106 -0.1512 -0.1283 0.07
N -1.5321 -1.1172 -0.0471 -0.1950 0.1817 -0.2331 -0.01
N -0.2947 -1.1140 0.6120 0.6395 0.5613 0.8518 0.01
```
Positions in Å, forces in eV/Å.

Computed properties:
Kohn-Sham gap = 9.83 eV
Relative energy (zero: lowest compared OMol25 entry of this formula, charge and spin) = 51.4 kcal/mol
Electronic energy = -360.11532 hartree
SMILES = C[C@@]12C[C@@H]1N=CNN2
Maximum force = 1.2 eV/Å

maximum force of number 4 (C5H9N3)? 1.2 eV/Å

Which formula does entry 1 have? C6H9NdO4